--- i ---
DFT (wB97M-V/def2-TZVPD) results for a 2-piece molecular cluster, CH6N3O overall.

```
11
CH6N3O | the OMol25 dataset | wB97M-V/def2-TZVPD
C -0.1398 0.1501 0.0933
N -1.5145 -0.0022 0.0139
N 0.7828 1.0628 -0.2888
N 0.3860 -1.2565 0.1260
O -0.9693 0.2453 1.1999
H -2.0206 1.5423 -0.8028
H 0.9665 1.8869 0.3950
H 0.9847 1.1673 -1.3210
H -0.3282 -1.8764 -0.1573
H 0.5495 -1.4499 1.1439
H 1.3030 -1.4696 -0.4021
```

Computed properties:
- HOMO (spin up / spin down) (eV) = -14.27 / -14.54
- charge = +1
- Kohn-Sham gap (spin up / spin down) (eV) = 9.334 / 9.974
- LUMO level (spin up / spin down) (eV) = -4.9 / -4.6

=====

--- ii ---
DFT (wB97M-V/def2-TZVPD) results for CH6N3O as an isolated structure.

```
11
CH6N3O | the OMol25 dataset | wB97M-V/def2-TZVPD
C -1.9737 -0.1697 -0.0650
N -2.7130 0.7567 0.1006
N 2.0114 0.0853 0.0097
N -0.9931 -0.9193 0.0107
O 0.7963 0.6998 -0.3114
H -3.0038 1.5906 -0.2027
H 2.2316 0.1769 0.9645
H 2.7682 0.5260 -0.3700
H 1.9260 -0.8391 -0.2408
H -1.0509 -1.8854 0.2529
H 0.0010 -0.0219 -0.1485
```

Computed properties:
- HOMO (eV) = -14.79
- charge = +1
- Kohn-Sham gap (eV) = 11.175
- LUMO level (eV) = -3.6

=====

--- iii ---
DFT (wB97M-V/def2-TZVPD) results for an isolated ion of composition CH6N3O and charge +1.

```
11
CH6N3O | the OMol25 dataset | wB97M-V/def2-TZVPD
N 1.1233 -0.5036 -0.2834
C 0.0380 0.5252 0.1140
N -1.2047 -0.1574 0.4376
N -2.2243 0.3110 -0.3305
O -3.3257 -0.3398 -0.0137
H 1.0172 -1.2644 0.3585
H 2.1918 -0.1492 -0.2622
H 1.0390 -0.9670 -1.2287
H 0.5591 0.8507 1.1235
H -0.1773 1.2614 -0.6157
H -3.9961 -0.1539 -0.6673
```

Computed properties:
- HOMO (eV) = -14.95
- SMILES = [NH3+]C/N=N/O
- charge = +1
- Kohn-Sham gap (eV) = 10.375
- LUMO level (eV) = -4.6

=====

Which one sits at the top of the stability order? ii does.

=====

--- i ---
DFT (wB97M-V/def2-TZVPD) results for a 2-piece molecular cluster, CH2N4O2 overall.

```
9
CH2N4O2 | the OMol25 dataset | wB97M-V/def2-TZVPD
H -0.7137 -1.1266 -2.3961
N 0.2005 -1.1204 -2.1192
N 0.4808 -0.7946 -0.9790
N 1.2522 -0.2146 -0.3343
N 1.9536 -0.2152 0.6831
H 2.2669 0.7173 0.9004
O -1.7578 1.3476 2.4845
C -1.8774 0.9521 1.4033
O -1.8051 0.4543 0.3574
```

Computed properties:
- HOMO (eV) = -8.92
- SMILES = [H]/N=N/N=N/[H].O=C=O
- Kohn-Sham gap (eV) = 9.015
- LUMO level (eV) = 0.1

=====

--- ii ---
DFT (wB97M-V/def2-TZVPD) results for an isolated molecule of CH2N4O2.

```
9
CH2N4O2 | the OMol25 dataset | wB97M-V/def2-TZVPD
N -0.2474 -0.1596 -0.3168
N -0.5853 -0.2357 1.0081
C 0.0659 -0.6125 1.9561
N 0.7834 -0.8373 2.9155
N 1.0089 -1.5205 4.0859
O 0.0506 -1.6426 4.8005
O 2.1332 -1.8770 4.2768
H -0.6713 0.6626 -0.7390
H 0.7603 -0.1709 -0.4743
```

Computed properties:
- HOMO (eV) = -9.47
- SMILES = NN=C=N[N+](=O)[O-]
- Kohn-Sham gap (eV) = 9.479
- LUMO level (eV) = 0.0

=====

Which one sits at the top of the stability order? i does.

=====

--- i ---
DFT (wB97M-V/def2-TZVPD) results for C3H4FNOS as an isolated structure.

```
11
C3H4FNOS | the OMol25 dataset | wB97M-V/def2-TZVPD
C -0.5335 1.0330 -0.1643
C 0.8699 0.9790 -0.3023
C 1.3541 -0.3640 -0.0703
H -1.0736 -2.0719 1.0463
H -2.1812 0.1011 0.3906
H 1.6272 2.0450 -0.1748
H 0.6621 -1.6627 -0.1839
N -1.2916 -0.0702 0.2132
O -1.0828 2.1429 -0.2685
F 2.6801 -0.4981 -0.1050
S -1.0306 -1.6342 -0.3809
```

Computed properties:
- HOMO (eV) = -9.13
- Kohn-Sham gap (eV) = 8.947
- LUMO level (eV) = -0.2

=====

--- ii ---
DFT (wB97M-V/def2-TZVPD) results for C3H4FNOS as an isolated structure.

```
11
C3H4FNOS | the OMol25 dataset | wB97M-V/def2-TZVPD
C -0.5188 -0.0912 -0.6386
C -0.0715 -0.2842 0.8260
C 0.6941 0.9783 0.6109
N 0.2845 1.1295 -0.6429
O -0.1888 1.8458 -2.9866
F -1.1019 -0.2211 1.7354
S 0.5558 2.2457 -1.7874
H -0.1647 -0.8350 -1.3514
H -1.5798 0.0988 -0.7836
H 0.4775 -1.2023 1.0591
H 1.2906 1.6314 1.2075
```

Computed properties:
- HOMO (spin up / spin down) (eV) = -7.70 / -7.45
- Kohn-Sham gap (spin up / spin down) (eV) = 7.658 / 7.141
- LUMO level (spin up / spin down) (eV) = 0.0 / -0.3

=====

Which one sits at the top of the stability order? ii does.

=====

--- i ---
DFT (wB97M-V/def2-TZVPD) results for H22O11Xe as an isolated structure.

```
34
H22O11Xe | the OMol25 dataset | wB97M-V/def2-TZVPD
Xe -10.5459 18.7219 6.6494
O -11.0165 21.3892 9.2567
H -10.4641 21.4551 8.4777
H -11.8689 21.1090 8.9234
O -10.9005 15.9389 8.7157
H -10.2311 15.8197 8.0419
H -11.4751 16.6196 8.3653
O -13.4139 17.3759 8.1619
H -13.8380 17.5036 9.0105
H -14.1383 17.2773 7.5440
O -7.1503 19.0474 8.8649
H -7.4203 18.2911 9.3859
H -6.8560 18.6739 8.0342
O -9.2906 15.3087 6.3202
H -8.6560 14.5932 6.3616
H -10.1386 14.8727 6.2357
O -7.7845 16.7978 4.2481
H -8.3970 16.2836 4.7741
H -8.2949 17.5527 3.9551
O -9.3484 21.6916 4.5320
H -8.9445 20.9587 4.0674
H -9.2542 21.4698 5.4584
O -8.4099 21.4241 7.6898
H -8.1214 20.5220 7.8288
H -7.6432 21.9566 7.9014
O -12.6652 16.8654 3.9685
H -12.4952 17.7950 4.1206
H -12.6611 16.7734 3.0158
O -8.5693 19.2871 3.3500
H -7.9877 19.1382 2.6045
H -9.4510 19.2294 2.9818
O -13.6985 20.2516 8.6092
H -14.5048 20.2535 9.1250
H -13.4056 19.3404 8.6250
```

Computed properties:
- HOMO (eV) = -10.25
- Kohn-Sham gap (eV) = 10.160
- LUMO level (eV) = -0.1

=====

--- ii ---
DFT (wB97M-V/def2-TZVPD) results for H22O11Xe as an isolated structure.

```
34
H22O11Xe | the OMol25 dataset | wB97M-V/def2-TZVPD
Xe 0.2463 -0.6910 -0.4165
O 1.9459 -3.6419 0.3093
H 2.5521 -4.3446 0.5438
H 1.1626 -4.0949 -0.0028
O 3.1176 -2.6446 -2.1718
H 2.7568 -2.9293 -1.3322
H 4.0230 -2.4042 -1.9748
O 1.0248 1.1178 -3.3154
H 1.8028 1.2143 -2.7661
H 1.2375 0.3971 -3.9083
O -2.5271 -2.7024 0.0216
H -2.0243 -3.4594 -0.2789
H -2.4774 -2.0784 -0.7026
O -3.3873 0.1584 -1.0441
H -3.7204 0.4439 -0.1933
H -3.0642 0.9595 -1.4565
O -1.2933 2.5240 0.7327
H -1.2569 1.6039 0.9940
H -1.3579 3.0053 1.5576
O 3.4574 1.7129 1.3666
H 3.4944 2.4433 1.9842
H 2.7999 1.9762 0.7227
O -1.0631 2.7473 -2.2344
H -1.3250 2.4688 -1.3568
H -0.4845 2.0506 -2.5446
O -1.0962 0.4132 3.0505
H -0.1648 0.2319 2.9243
H -1.1529 0.7721 3.9361
O -2.3421 -2.0780 2.7648
H -2.0858 -2.1936 1.8499
H -1.9188 -1.2618 3.0313
O 1.3039 2.5224 -0.1914
H 1.3752 3.4671 -0.0547
H 0.4415 2.2941 0.1556
```

Computed properties:
- HOMO (eV) = -10.38
- Kohn-Sham gap (eV) = 10.221
- LUMO level (eV) = -0.2

=====

Which one sits at the top of the stability order? ii does.

=====

--- i ---
DFT (wB97M-V/def2-TZVPD) results for a 2-piece molecular cluster, C5H14 overall.

```
19
C5H14 | the OMol25 dataset | wB97M-V/def2-TZVPD
C 0.4938 2.0001 0.9820
C 1.5712 2.5345 0.0823
H 0.9069 1.5664 1.8481
H -0.2451 2.8298 1.3694
H 0.0213 1.1651 0.3879
H 2.1274 1.9373 -0.6086
H 2.2972 3.1933 0.5740
H 1.1035 3.2769 -0.5223
C -1.1912 -1.5412 -0.7504
C 0.2210 -1.7673 -1.1775
C -1.4251 -1.6804 0.7780
H -1.3327 -0.4720 -0.9660
H -1.9590 -2.2175 -1.2469
H 0.3092 -1.9706 -2.3410
H 0.5611 -2.7268 -0.8789
H -1.0046 -0.7998 1.2949
H -2.4977 -1.9328 0.8373
H 0.8012 -1.0567 -0.9248
H -0.7584 -2.3384 1.2625
```

Computed properties:
- HOMO (spin up / spin down) (eV) = 1.51 / -7.57
- charge = -1
- Kohn-Sham gap (spin up / spin down) (eV) = 2.672 / 11.659
- multiplicity = 2
- expectation value of S² = 0.750
- LUMO level (spin up / spin down) (eV) = 4.2 / 4.1

=====

--- ii ---
DFT (wB97M-V/def2-TZVPD) results for a 2-piece molecular cluster, C5H14 overall.

```
19
C5H14 | the OMol25 dataset | wB97M-V/def2-TZVPD
C -0.9159 1.8911 -0.6053
C -0.3475 2.9134 0.2781
H -0.4862 0.9345 -0.2878
H -1.9808 1.9487 -0.5443
H -0.6318 2.1639 -1.6416
H -0.5323 3.9938 0.1577
H 0.7306 3.0164 0.2734
H -0.5343 2.6967 1.3141
C -0.0967 -1.3551 0.3197
C 0.3541 -2.6632 0.9696
C 0.8391 -1.1642 -0.9115
H 0.0542 -0.3445 0.9959
H -1.1119 -1.3573 0.0633
H 1.2570 -2.5897 1.5510
H -0.4142 -3.1680 1.4841
H 0.8812 -2.2272 -1.3709
H 1.9078 -0.8715 -0.6310
H 0.5952 -3.4439 0.3150
H 0.4324 -0.3739 -1.7298
```

Computed properties:
- HOMO (spin up / spin down) (eV) = 1.54 / -7.28
- charge = -1
- Kohn-Sham gap (spin up / spin down) (eV) = 2.594 / 11.661
- multiplicity = 2
- expectation value of S² = 0.750
- LUMO level (spin up / spin down) (eV) = 4.1 / 4.4

=====

--- iii ---
DFT (wB97M-V/def2-TZVPD) results for a 2-piece molecular cluster, C5H14 overall.

```
19
C5H14 | the OMol25 dataset | wB97M-V/def2-TZVPD
C -0.9305 -0.9849 1.8403
C -0.4936 0.4463 2.2072
H -0.2721 -1.2255 1.0045
H -1.0089 -1.7948 2.5511
H -1.8470 -0.9733 1.2471
H -1.2334 0.9232 2.8523
H -0.1102 1.1562 1.4681
H 0.5014 0.5273 2.6734
C 0.6727 -0.2925 -1.0544
C 1.5281 0.4677 -2.0703
C -0.7605 0.3254 -1.0203
H 0.6586 -1.3673 -1.2500
H 1.2288 -0.2078 -0.1129
H 1.2111 0.2551 -3.0971
H -0.8449 0.9628 -1.8982
H -1.3915 -0.5648 -1.0938
H 2.5953 0.3442 -1.9028
H 1.3618 1.5378 -1.9319
H -0.9768 0.9061 -0.1386
```

Computed properties:
- HOMO (spin up / spin down) (eV) = 1.52 / -7.42
- charge = -1
- Kohn-Sham gap (spin up / spin down) (eV) = 2.677 / 11.731
- multiplicity = 2
- expectation value of S² = 0.750
- LUMO level (spin up / spin down) (eV) = 4.2 / 4.3

=====

--- iv ---
DFT (wB97M-V/def2-TZVPD) results for a 2-piece molecular cluster, C5H14 overall.

```
19
C5H14 | the OMol25 dataset | wB97M-V/def2-TZVPD
C 0.6228 -1.1938 -0.5175
C 1.7426 -1.8783 -1.4303
C 1.3376 -0.9132 0.8131
H 0.3088 -0.2781 -1.0064
H -0.1079 -1.9824 -0.3757
H 2.1214 -2.8392 -1.0978
H 2.3012 -0.3948 0.7483
H 2.5424 -1.1344 -1.2933
H 1.3695 -1.8060 -2.4591
H 0.7964 -0.2199 1.4513
H 1.6600 -1.8238 1.3830
C -2.3282 1.3802 0.1687
C -1.2803 2.3210 0.7381
H -3.3101 1.7531 -0.0835
H -1.9966 0.7303 -0.6617
H -2.5461 0.4938 0.8117
H -1.2638 3.2395 0.1406
H -1.6633 2.6477 1.6943
H -0.3064 1.8984 0.9763
```

Computed properties:
- HOMO (spin up / spin down) (eV) = 1.55 / -7.28
- charge = -1
- Kohn-Sham gap (spin up / spin down) (eV) = 2.611 / 11.434
- multiplicity = 2
- expectation value of S² = 0.750
- LUMO level (spin up / spin down) (eV) = 4.2 / 4.2

=====

Which one sits at the top of the stability order? iv does.

=====

--- i ---
DFT (wB97M-V/def2-TZVPD) results for an isolated ion of composition C4H6BrN2 and charge +1.

```
13
C4H6BrN2 | the OMol25 dataset | wB97M-V/def2-TZVPD
C -0.7576 1.5119 -0.9325
C -0.2600 0.3461 -0.1588
N -0.9593 -0.6303 0.3692
C -0.0698 -1.5367 0.9315
C 1.2435 -1.1767 0.6778
Br 3.0472 -1.7428 0.9988
N 1.0740 0.0977 -0.0869
H -0.8909 1.1895 -1.9899
H -1.7031 1.8796 -0.3767
H 0.0344 2.3176 -0.8375
H -2.0663 -0.5725 0.4876
H -0.3737 -2.4241 1.4337
H 1.6816 0.7407 -0.5165
```

Computed properties:
- HOMO (eV) = -13.84
- SMILES = Cc1[nH]cc(Br)[nH+]1
- charge = +1
- Kohn-Sham gap (eV) = 10.514
- LUMO level (eV) = -3.3

=====

--- ii ---
DFT (wB97M-V/def2-TZVPD) results for an isolated ion of composition C4H6BrN2 and charge +1.

```
13
C4H6BrN2 | the OMol25 dataset | wB97M-V/def2-TZVPD
C 0.7459 0.4673 -0.9520
C 1.3815 0.2645 0.2309
C -1.1050 -0.3718 1.1737
C -0.5793 -0.1984 -1.2580
N 0.9771 -0.6948 1.1477
N -1.3480 -0.1120 -0.0330
Br 1.6458 -0.8308 2.7586
H 1.1823 1.1421 -1.8000
H 2.3514 0.8980 0.4568
H -1.5607 -0.1371 2.0746
H -1.0174 0.3881 -2.1525
H -0.4325 -1.2257 -1.3538
H -2.2411 0.4106 -0.2930
```

Computed properties:
- HOMO (spin up / spin down) (eV) = -13.03 / -13.03
- charge = +1
- Kohn-Sham gap (spin up / spin down) (eV) = 7.201 / 7.195
- LUMO level (spin up / spin down) (eV) = -5.8 / -5.8

=====

--- iii ---
DFT (wB97M-V/def2-TZVPD) results for an isolated ion of composition C4H6BrN2 and charge +1.

```
13
C4H6BrN2 | the OMol25 dataset | wB97M-V/def2-TZVPD
C 1.5403 -1.0839 -0.9538
C 1.4950 -0.1465 -1.8225
C -0.3428 0.9815 -0.5819
C 0.6481 -1.0442 0.3145
N -0.4272 -0.0377 0.2345
N -0.8590 2.1832 -0.4122
Br 2.2770 0.7233 -3.1692
H 2.2881 -1.8910 -0.7065
H 0.1907 -2.0130 0.4702
H 1.2911 -0.8265 1.1642
H -1.2661 -0.0560 0.8676
H -1.0717 2.6033 -1.2900
H -1.2818 2.6446 0.3591
```

Computed properties:
- HOMO (spin up / spin down) (eV) = -13.40 / -13.41
- charge = +1
- Kohn-Sham gap (spin up / spin down) (eV) = 8.199 / 8.202
- LUMO level (spin up / spin down) (eV) = -5.2 / -5.2

=====

Which one sits at the top of the stability order? i does.